No. 1
{"formula": "C19H18NO8P3PbS", "method": "ωB97M-V/def2-TZVPD", "orbital_gap_ev": 6.13, "relative_energy_ev": 2.8897, "lumo_ev": 4.257, "e_homo_ev": -1.868, "e_tot_ha": -3006.87873, "total_charge": -2, "species": ["Pb", "O", "N", "C", "C", "C", "C", "C", "C", "C", "P", "C", "C", "C", "C", "C", "C", "C", "C", "C", "C", "C", "C", "H", "H", "H", "H", "H", "H", "H", "H", "H", "H", "H", "H", "H", "H", "H", "H", "O", "P", "O", "O", "O", "P", "O", "O", "O", "H", "H", "S"], "positions_angstrom": [[0.41316, 1.10061, 0.77851], [0.55594, -0.01808, -2.06911], [-0.61753, 0.24690, -1.44180], [-1.53945, 0.63964, -2.22087], [-2.93351, 0.89518, -1.81286], [-3.82035, 1.25663, -2.83244], [-5.17145, 1.43052, -2.59648], [-5.67308, 1.25767, -1.31327], [-4.80343, 0.94536, -0.28171], [-3.44165, 0.75167, -0.50624], [-2.34072, 0.23320, 0.86397], [-3.07299, 1.12827, 2.30244], [-3.36002, 2.49019, 2.15757], [-3.75301, 3.24554, 3.25231], [-3.83830, 2.66677, 4.51105], [-3.54721, 1.32022, 4.66704], [-3.17028, 0.55574, 3.56940], [-2.90548, -1.48456, 1.19872], [-3.93934, -2.12891, 0.52178], [-4.27847, -3.43911, 0.84050], [-3.57662, -4.12562, 1.82052], [-2.50251, -3.51328, 2.45224], [-2.16376, -2.20731, 2.13830], [1.24766, -0.00169, -1.33500], [-1.30575, 0.77854, -3.27741], [-3.42420, 1.40560, -3.83073], [-5.83316, 1.69549, -3.41268], [-6.73502, 1.36285, -1.12407], [-5.19126, 0.82482, 0.72260], [-3.22210, 2.96586, 1.19652], [-3.96359, 4.30085, 3.12449], [-4.12211, 3.26445, 5.37041], [-3.59164, 0.86442, 5.64954], [-2.94700, -0.49285, 3.70826], [-4.48122, -1.61631, -0.26050], [-5.08595, -3.92991, 0.30778], [-3.85296, -5.14183, 2.07709], [-1.89972, -4.06039, 3.16665], [-1.28210, -1.75964, 2.58663], [0.11599, -2.57884, 0.04339], [1.48112, -3.12498, 0.76306], [1.49005, -4.60647, 0.79124], [1.62463, -2.34215, 2.03482], [2.58839, -2.62291, -0.31938], [3.23004, -1.11711, -0.52307], [3.72027, -0.73814, 0.96389], [4.36587, -1.26018, -1.45434], [2.12605, -0.14001, -0.93371], [0.13532, -2.82247, -0.89306], [3.02820, -1.09122, 1.58389], [-0.43386, 3.34767, 0.47096]], "forces_ev_per_angstrom": [[0.049, 0.539, 0.885], [-8.167, 0.970, -5.002], [0.739, -0.104, -1.131], [-0.850, 0.123, -0.151], [0.144, -0.056, 0.175], [0.043, 0.058, -0.025], [0.026, -0.018, 0.046], [-0.057, 0.066, -0.092], [0.034, -0.066, 0.011], [0.180, 0.010, -0.175], [-0.710, -0.116, 0.690], [-0.078, 0.091, -0.161], [0.058, -0.043, 0.102], [0.014, -0.005, -0.010], [-0.070, 0.011, 0.036], [0.059, 0.000, -0.027], [-0.051, 0.035, -0.021], [0.183, -0.066, -0.169], [0.019, -0.021, 0.143], [0.014, 0.009, -0.012], [-0.013, 0.036, 0.007], [0.007, 0.006, 0.079], [0.037, 0.024, -0.155], [-2.111, -0.375, -1.152], [0.000, -0.121, 0.048], [-0.009, -0.060, 0.000], [0.001, 0.002, 0.002], [0.031, 0.043, 0.049], [0.021, 0.008, 0.015], [-0.005, 0.012, -0.034], [0.028, -0.013, -0.013], [-0.001, -0.004, -0.025], [-0.032, -0.022, -0.025], [-0.004, -0.011, 0.021], [-0.035, 0.037, -0.007], [0.006, 0.032, 0.018], [0.058, -0.008, -0.054], [-0.011, 0.010, -0.026], [0.022, -0.066, -0.034], [0.006, 0.067, -0.174], [-0.300, -0.233, 0.508], [0.052, 0.010, -0.202], [0.128, 0.384, -0.228], [0.241, 1.006, -0.180], [0.601, -1.097, -0.062], [-0.747, -0.210, -0.085], [-0.164, 0.336, 0.193], [10.438, -1.111, 6.339], [-0.061, 0.085, 0.209], [0.218, -0.020, -0.066], [0.021, -0.164, -0.082]]}

=====

No. 2
{"formula": "C19H18NOSY", "method": "ωB97M-V/def2-TZVPD", "orbital_gap_ev": [4.61, 4.61], "relative_energy_ev": 6.9617, "lumo_ev": [-0.512, -0.513], "e_homo_ev": [-5.120, -5.121], "e_tot_ha": -1300.88482, "total_charge": 0, "species": ["C", "C", "C", "H", "C", "C", "H", "H", "H", "H", "C", "C", "C", "H", "C", "C", "H", "H", "H", "H", "Y", "O", "C", "C", "H", "H", "H", "H", "C", "C", "C", "H", "C", "H", "C", "H", "C", "H", "S", "C", "N"], "positions_angstrom": [[-3.40895, 1.91599, 1.64578], [-2.60545, 2.92665, 0.87247], [-2.14297, 2.24645, -0.32347], [-2.28870, 3.88350, 1.26814], [-2.70451, 0.86716, -0.31535], [-3.38028, 0.63350, 0.91553], [-3.94549, -0.23382, 1.27756], [-4.17762, 2.03696, 2.45616], [-1.48291, 2.68624, -1.06682], [-2.48138, 0.11524, -1.07040], [0.73669, 1.39796, 3.05365], [-0.36972, 1.87314, 3.89800], [-1.37882, 0.72917, 3.98941], [-0.54384, 2.95452, 4.13522], [-0.71758, -0.43851, 3.33643], [0.59519, -0.04050, 2.89828], [1.29663, -0.65774, 2.32408], [1.57062, 2.06475, 2.76797], [-2.35276, 0.62221, 4.54423], [-1.16529, -1.45502, 3.37104], [-0.86883, 0.86853, 1.21784], [0.93125, -0.50587, -1.33966], [1.26755, 0.41558, -2.43648], [0.94180, -1.05075, -2.74148], [0.47311, 1.14033, -2.66524], [2.32415, 0.72129, -2.52444], [-0.04826, -1.25701, -3.15992], [0.98070, -2.62783, -4.91070], [1.88994, -2.75614, -4.31545], [2.01871, -1.98945, -3.12200], [3.18147, -2.13277, -2.33394], [3.27597, -1.56685, -1.39756], [4.18391, -3.02583, -2.72662], [5.07439, -3.14281, -2.10367], [4.05498, -3.77420, -3.90927], [4.84052, -4.46768, -4.21570], [2.90243, -3.63285, -4.70011], [2.78230, -4.20859, -5.61950], [-2.28127, 2.39481, 3.25939], [-3.15870, 2.97407, 4.49447], [-3.81898, 3.49618, 5.27215]], "forces_ev_per_angstrom": [[-1.936, -0.514, -2.094], [-0.342, -2.817, -1.752], [-2.423, -1.075, 0.310], [-0.257, -0.121, -0.404], [1.183, 1.847, -1.013], [-0.164, 1.619, 0.697], [0.332, 0.403, -0.541], [-0.138, 0.147, -2.060], [-0.291, -0.160, -0.121], [-0.119, 0.173, 0.014], [-1.211, 0.219, 2.807], [3.881, -2.335, -0.408], [3.657, -3.258, 0.487], [1.357, -1.571, 0.680], [-1.017, 1.116, 1.721], [0.663, -0.002, -1.274], [-0.261, 0.125, 0.407], [-0.458, -0.658, 0.196], [1.744, -0.301, -0.004], [0.509, 0.932, -0.099], [0.062, 0.207, 1.324], [0.243, 0.162, -1.842], [-0.718, -1.978, -0.155], [0.173, 2.295, 1.150], [0.534, -0.153, 0.204], [-0.666, -0.131, 0.272], [0.243, 0.094, 0.355], [0.349, -0.176, 0.110], [0.063, 0.652, 1.003], [0.822, -0.940, -0.240], [-0.385, -0.103, -0.310], [-0.062, -0.267, -0.470], [-0.128, -0.099, -0.337], [-0.305, 0.038, -0.226], [-0.390, 0.338, 0.153], [-0.241, 0.232, 0.141], [0.131, 0.126, 0.230], [0.111, 0.140, 0.291], [-3.838, 5.398, -0.184], [0.736, -0.459, -1.017], [-1.443, 0.855, 1.998]]}